Entry 1:
C23H32NO4V | wB97M-V/def2-TZVPD

Computed properties:
Strongest force on any atom in eV Å⁻¹: 2.94
HOMO-LUMO gap (alpha / beta) in Ha: 0.1689 / 0.2548
Highest occupied orbital energy (alpha / beta) in eV: -2.0037 / -4.3446
Energy above the lowest of the compared OMol25 structures with the same formula, charge and spin in kcal/mol: 1.1
⟨S²⟩: 3.77
LUMO energy (alpha / beta) in Eh: 0.095 / 0.095

```
! RIJCOSX wB97M-V def2-TZVPD def2/J DEFGRID3
* xyz -1 4
O -0.104 -4.084 -4.654
C 1.097 -4.938 -4.778
C 0.530 -5.841 -5.844
H 1.269 -5.565 -3.896
H 1.981 -4.334 -5.034
C -0.760 -5.019 -5.579
H 0.406 -6.889 -5.554
H 1.000 -5.694 -6.818
C -1.787 -5.830 -4.804
H -1.297 -6.246 -3.908
H -2.184 -6.641 -5.434
H -2.609 -5.177 -4.486
C -1.281 -4.403 -6.879
H -0.484 -3.864 -7.413
H -2.114 -3.717 -6.684
H -1.645 -5.212 -7.536
V -0.158 -0.066 -0.540
C -0.204 2.179 -0.845
C 1.130 2.010 -0.375
C 1.858 1.256 -1.333
H 1.525 2.513 0.502
C 0.957 0.906 -2.396
C -0.329 1.492 -2.105
H -1.193 1.533 -2.763
H -0.921 2.851 -0.387
H 2.936 1.108 -1.319
H 1.223 0.469 -3.354
C -1.873 0.007 0.985
C -2.273 0.232 -0.367
C -2.050 -0.992 -1.107
H -2.758 1.133 -0.726
C -1.640 -1.987 -0.145
C -1.566 -1.376 1.127
H -1.408 -1.902 2.072
H -1.905 0.746 1.784
H -2.313 -1.171 -2.149
H -1.576 -3.060 -0.322
O 0.594 -4.808 -2.122
C 0.169 -3.429 -2.194
C 1.267 -2.609 -2.857
H 0.141 -3.097 -1.137
H -0.824 -3.342 -2.652
C 2.509 -3.303 -2.285
H 1.211 -1.535 -2.657
H 1.231 -2.720 -3.939
C 2.020 -4.704 -1.835
H 2.852 -2.751 -1.403
H 3.316 -3.336 -3.022
H 2.170 -4.845 -0.746
H 2.542 -5.528 -2.341
O 1.949 -2.322 0.494
C 1.831 -1.434 1.341
C 2.538 -1.354 2.697
C 2.004 -0.097 3.339
C 0.996 0.442 2.345
O 0.295 1.426 2.541
N 0.995 -0.349 1.194
H 2.281 -2.236 3.300
H 3.623 -1.313 2.529
H 1.496 -0.298 4.287
H 2.767 0.673 3.509
*
```

---

Entry 2:
C20H15I2IrN3O5 | wB97M-V/def2-TZVPD

Computed properties:
Strongest force on any atom in eV Å⁻¹: 1.21
HOMO-LUMO gap in Ha: 0.2302
Highest occupied orbital energy in eV: -10.6410
Energy above the lowest of the compared OMol25 structures with the same formula, charge and spin in kcal/mol: 38.8
LUMO energy in Eh: -0.161

```
! RIJCOSX wB97M-V def2-TZVPD def2/J DEFGRID3
* xyz 1 1
Ir -0.079 0.518 0.226
I -7.337 -1.513 -1.138
C -5.403 -1.146 -0.474
C -4.805 -2.013 0.439
C -3.522 -1.766 0.885
I -2.630 -3.073 2.237
C -2.814 -0.642 0.440
O -1.608 -0.411 0.973
C -3.405 0.185 -0.514
C -2.609 1.321 -1.077
N -1.685 1.862 -0.047
C -1.314 3.266 -0.308
C 0.112 3.464 0.063
C 0.800 4.636 -0.186
C 2.117 4.740 0.220
C 2.697 3.668 0.886
C 1.958 2.525 1.077
N 0.682 2.407 0.659
C -4.704 -0.051 -0.947
H -5.340 -2.881 0.799
H -3.286 2.109 -1.414
H -1.995 1.018 -1.928
H -2.151 1.816 0.858
H -1.946 3.926 0.292
H -1.484 3.520 -1.354
H 0.301 5.449 -0.695
H 2.681 5.642 0.029
H 3.716 3.707 1.243
H 2.366 1.673 1.598
H -5.165 0.624 -1.657
O 1.789 0.586 -0.641
C 2.734 -0.241 -0.544
C 2.613 -1.606 -0.261
C 3.767 -2.420 -0.171
C 3.606 -3.746 0.063
C 2.326 -4.329 0.185
C 1.202 -3.560 0.108
C 1.317 -2.162 -0.082
O 0.244 -1.446 -0.121
N 4.797 -4.598 0.205
O 5.877 -4.046 0.217
O 4.612 -5.791 0.305
H 3.736 0.164 -0.715
H 4.758 -2.004 -0.291
H 2.261 -5.396 0.352
H 0.212 -3.984 0.207
*
```

---

Entry 3:
C6H13O2 | wB97M-V/def2-TZVPD

Computed properties:
Strongest force on any atom in eV Å⁻¹: 1.82
HOMO-LUMO gap in Ha: 0.1891
Highest occupied orbital energy in eV: -2.2272
Energy above the lowest of the compared OMol25 structures with the same formula, charge and spin in kcal/mol: 80.1
LUMO energy in Eh: 0.107

```
! RIJCOSX wB97M-V def2-TZVPD def2/J DEFGRID3
* xyz -1 1
C -0.205 3.197 -0.534
O 0.657 4.190 -0.662
C 0.194 2.248 0.731
C -0.559 0.861 0.576
C 0.156 -0.463 0.552
C 1.068 -0.806 -0.361
C 1.770 -2.138 -0.368
H -0.193 2.503 -1.432
H -1.264 3.547 -0.324
H 1.275 2.183 0.848
H -0.191 2.748 1.619
H -1.405 0.887 1.266
H -1.057 0.979 -0.388
H -0.083 -1.165 1.338
H 1.342 -0.082 -1.116
H 1.231 -2.869 0.242
H 2.806 -2.039 -0.042
H 1.718 -2.552 -1.374
H -3.106 -3.548 -0.423
H -1.821 -3.561 0.229
O -2.335 -4.121 -0.375
*
```

---

Entry 4:
C12H19B2F4MoN6O6Se3Te | wB97M-V/def2-TZVPD

Computed properties:
Strongest force on any atom in eV Å⁻¹: 0.78
HOMO-LUMO gap (alpha / beta) in Ha: 0.2621 / 0.1900
Highest occupied orbital energy (alpha / beta) in eV: -11.6962 / -11.2562
Energy above the lowest of the compared OMol25 structures with the same formula, charge and spin in kcal/mol: 0.0
⟨S²⟩: 2.03
LUMO energy (alpha / beta) in Eh: -0.168 / -0.224

```
! RIJCOSX wB97M-V def2-TZVPD def2/J DEFGRID3
* xyz 1 3
Mo 0.209 0.106 0.006
C 1.503 3.950 -1.428
C 0.809 2.788 -0.815
N 0.690 1.624 -1.381
O 1.172 1.509 -2.627
B 0.338 0.600 -3.505
F 1.032 0.446 -4.661
F -0.942 1.092 -3.607
O 0.271 -0.781 -2.862
N -0.513 -0.783 -1.758
C -1.665 -1.344 -1.830
C -2.236 -1.973 -3.046
C -2.408 -1.222 -0.560
N -1.708 -0.641 0.350
O -2.299 -0.372 1.547
B -2.706 1.082 1.655
F -3.330 1.481 0.502
F -3.392 1.209 2.815
O -1.416 1.910 1.853
N -0.617 1.860 0.751
C 0.074 2.916 0.460
C 0.053 4.181 1.237
C -3.816 -1.656 -0.399
H 1.979 3.665 -2.359
H 2.250 4.341 -0.733
H 0.789 4.753 -1.624
H -1.481 -2.068 -3.819
H -3.045 -1.344 -3.423
H -2.655 -2.951 -2.807
H -0.531 4.069 2.144
H -0.383 4.979 0.633
H 1.075 4.473 1.487
H -3.925 -2.698 -0.702
H -4.447 -1.050 -1.054
H -4.146 -1.526 0.624
C 1.132 -2.329 3.617
C 0.965 -1.749 2.257
N 0.426 -0.606 2.028
O 0.137 0.133 3.141
C 1.531 -2.389 1.050
C 2.242 -3.694 1.157
N 1.415 -1.695 -0.034
O 2.031 -2.296 -1.128
H 0.418 -1.887 4.305
H 2.139 -2.125 3.992
H 0.999 -3.409 3.590
H -0.537 0.800 2.846
H 1.647 -4.395 1.742
H 3.186 -3.547 1.688
H 2.450 -4.118 0.184
Se 2.703 1.215 1.367
Se 4.519 1.471 0.090
Te 5.030 -0.873 -0.803
Se 2.985 -1.136 -2.150
*
```

---

Entry 5:
C3H3Br3O | wB97M-V/def2-TZVPD

Computed properties:
Strongest force on any atom in eV Å⁻¹: 5.40
HOMO-LUMO gap (alpha / beta) in Ha: 0.2980 / 0.2981
Highest occupied orbital energy (alpha / beta) in eV: -8.2555 / -8.2557
Energy above the lowest of the compared OMol25 structures with the same formula, charge and spin in kcal/mol: 89.8
LUMO energy (alpha / beta) in Eh: -0.005 / -0.005

```
! RIJCOSX wB97M-V def2-TZVPD def2/J DEFGRID3
* xyz 0 1
C 1.506 -0.289 -0.267
C 0.712 0.332 0.772
C -1.494 0.053 -0.135
O 1.278 1.132 -0.211
Br -2.576 -0.163 1.403
Br -1.775 1.613 -1.038
Br -1.498 -1.560 -1.220
H 2.507 -0.731 0.073
H 0.996 -0.927 -1.125
H 0.344 0.541 1.749
*
```

---

Entry 6:
C4H8S2Si | wB97M-V/def2-TZVPD

Computed properties:
Strongest force on any atom in eV Å⁻¹: 1.70
HOMO-LUMO gap (alpha / beta) in Ha: 0.2390 / 0.2873
Highest occupied orbital energy (alpha / beta) in eV: -6.8390 / -8.4674
Energy above the lowest of the compared OMol25 structures with the same formula, charge and spin in kcal/mol: 122.4
LUMO energy (alpha / beta) in Eh: -0.012 / -0.024

```
! RIJCOSX wB97M-V def2-TZVPD def2/J DEFGRID3
* xyz 0 1
C -0.079 -0.443 0.126
C 0.235 0.870 0.229
C 0.827 -1.423 -0.565
C 1.421 1.542 -0.379
Si -1.725 -0.966 0.791
S -0.771 1.982 1.144
S -2.132 0.757 2.044
H 0.247 -2.198 -1.058
H 1.468 -1.903 0.176
H 1.464 -0.940 -1.299
H 2.344 1.047 -0.086
H 1.465 2.582 -0.063
H 1.349 1.517 -1.468
H -4.168 -0.271 -1.180
H -1.947 -2.154 1.587
*
```

---

Entry 7:
C5H6N2S | wB97M-V/def2-TZVPD

Computed properties:
Strongest force on any atom in eV Å⁻¹: 3.67
HOMO-LUMO gap (alpha / beta) in Ha: 0.2389 / 0.2390
Highest occupied orbital energy (alpha / beta) in eV: -7.1306 / -7.1312
Energy above the lowest of the compared OMol25 structures with the same formula, charge and spin in kcal/mol: 119.5
LUMO energy (alpha / beta) in Eh: -0.023 / -0.023

```
! RIJCOSX wB97M-V def2-TZVPD def2/J DEFGRID3
* xyz 0 1
C 0.517 0.664 -0.944
C 1.554 0.702 -1.803
C 1.575 -2.005 -1.742
C -0.938 0.718 1.505
C -0.922 -0.260 0.567
N 0.985 -3.060 -1.805
N 0.006 -0.414 -0.448
S 2.338 -0.747 -2.412
H 0.254 1.695 -0.753
H 1.881 1.482 -2.331
H -1.834 0.740 2.071
H -0.151 1.597 1.581
H -1.737 -0.890 0.648
H 0.697 -3.654 -0.972
*
```